Entry 1:
{
  "formula": "C4H6N2S",
  "method": "ωB97M-V with the def2-TZVPD basis set",
  "homo_ev": -9.4,
  "orbital_gap_ev": 10.01,
  "symbols": ["C", "C", "C", "C", "H", "H", "H", "H", "H", "H", "N", "N", "S"],
  "positions_angstrom": [[0.4779, 0.0572, -0.3564], [-0.5459, 0.5142, 0.6970], [-0.5283, -1.1001, -0.5670], [0.6116, 1.1293, -1.2257], [2.1821, 0.8199, 0.8003], [-0.6971, 1.0179, 1.7078], [-1.2894, 1.1222, -0.0154], [-0.6334, -1.5488, 1.5277], [-1.2874, -0.8218, -1.2846], [-0.1314, -2.0251, -0.5901], [-1.0898, -0.9451, 0.6929], [0.9034, 2.1567, -1.6809], [2.0278, -0.3766, 0.2944]],
  "forces_ev_per_angstrom": [[-1.1305, -0.3307, 1.4139], [-4.8893, -0.6149, 0.0481], [0.4489, 1.7549, -0.7119], [1.6011, 3.4800, -2.6745], [0.4364, 0.7317, 0.4526], [1.7387, -0.4453, -1.2457], [0.9617, -1.1983, 1.7502], [-0.9883, 1.9630, -2.8334], [0.1384, -0.2862, -0.7721], [1.4592, -3.1823, -1.4873], [-0.6198, 0.9833, 5.5824], [-0.7008, -1.2309, 0.1085], [1.5443, -1.6244, 0.3693]]
}

Entry 2:
{
  "formula": "C4H6N2S2",
  "method": "ωB97M-V with the def2-TZVPD basis set",
  "homo_ev": -8.4,
  "orbital_gap_ev": 8.01,
  "symbols": ["C", "C", "N", "S", "C", "N", "C", "S", "H", "H", "H", "H", "H", "H"],
  "positions_angstrom": [[0.6338, -0.1088, 1.9986], [1.0387, 0.6498, 0.9812], [0.6149, 0.7952, -0.3853], [1.5126, 1.7873, -1.4600], [-0.2758, -0.0491, -0.9638], [-0.9033, -0.8912, -0.1277], [-1.7039, -1.7171, -0.9500], [-2.5575, -3.0453, -0.5514], [0.7634, 0.0644, 3.1993], [-0.3093, -0.5808, 1.9964], [1.9782, 1.1075, 1.3036], [1.2076, 3.2950, -0.8240], [-0.5434, 0.2119, -2.0613], [-1.4562, -1.5187, -2.1557]],
  "forces_ev_per_angstrom": [[-2.2952, 0.9601, 3.1132], [1.8716, -0.0762, 1.1682], [0.8959, -0.0960, 0.3591], [-0.4557, 3.1874, 1.7660], [-1.7042, 0.3051, 1.8498], [-0.1840, 0.3401, -4.0381], [1.3538, -0.4889, -2.3111], [0.2349, 0.9620, 0.0864], [1.2683, -0.1094, -3.3154], [-0.6247, -0.9873, -0.6622], [-0.2361, 0.8259, -1.2858], [0.4405, -3.4747, -1.3998], [0.5969, -0.8755, 1.8181], [-1.1619, -0.4727, 2.8517]]
}

Entry 3:
{
  "formula": "C4H6N3",
  "method": "ωB97M-V with the def2-TZVPD basis set",
  "charge": 1,
  "homo_ev": -13.8,
  "orbital_gap_ev": 8.73,
  "symbols": ["H", "N", "C", "C", "N", "N", "C", "C", "H", "H", "H", "H", "H"],
  "positions_angstrom": [[2.3506, 0.5638, 0.9332], [1.4134, 0.1798, 0.8400], [0.5162, 0.6495, 0.0574], [0.9906, 1.9064, -0.6885], [1.6842, 2.7562, -0.9978], [-0.8466, 0.3614, 0.2298], [-1.4871, -0.7442, 0.5248], [-1.1557, -2.0404, -0.0281], [2.3437, 3.5196, -1.3667], [-2.4090, -0.4323, 0.9685], [-0.2140, -1.9904, -0.5587], [-2.0255, -2.1818, -0.7957], [-1.1608, -2.5475, 0.8819]],
  "forces_ev_per_angstrom": [[-0.2312, 0.2051, -0.4121], [-0.6390, -0.0167, -0.7852], [-0.6298, -0.9382, 1.7383], [-0.4593, -1.1672, 0.7353], [1.3336, 1.8081, -1.1839], [1.2275, 0.5897, 0.3156], [1.8487, 4.3602, -2.6206], [-1.5783, 1.2919, -1.8663], [-1.5780, -1.6603, 0.8378], [-0.8031, -0.8476, 0.5629], [0.1681, -0.3335, 0.1667], [1.4181, -0.6544, 1.6353], [-0.0773, -2.6370, 0.8762]]
}

Entry 4:
{
  "formula": "C4H6N3",
  "method": "ωB97M-V with the def2-TZVPD basis set",
  "charge": 1,
  "homo_ev": [-16.7, -16.6],
  "orbital_gap_ev": [6.67, 6.43],
  "symbols": ["C", "C", "C", "N", "N", "N", "C", "H", "H", "H", "H", "H", "H"],
  "positions_angstrom": [[0.6755, -0.6621, -1.5510], [-0.5381, -0.6089, -0.6279], [-0.4765, 0.1798, 0.7447], [-1.2184, -0.0382, 1.8013], [-0.8247, 0.7839, 2.6683], [0.1002, 1.5532, 2.3093], [0.4498, 1.2308, 1.0921], [1.0720, 0.3907, -1.6747], [1.4049, -1.4143, -1.2063], [0.4115, -1.3100, -2.3322], [-1.4098, -0.1068, -1.1737], [-0.8786, -1.6804, -0.4237], [1.2325, 1.6822, 0.3738]],
  "forces_ev_per_angstrom": [[0.8366, 0.8510, 2.2466], [-1.2182, -0.0805, 2.0718], [-0.2857, -3.6915, -5.1151], [-1.9560, -1.8616, 0.7662], [-2.2709, -1.1533, 0.7112], [4.0623, 2.8669, -0.7021], [2.0461, 2.7443, -0.4473], [-0.1036, -1.6849, -0.8117], [0.4169, 1.0418, 0.9794], [-0.9272, 0.4732, -2.2731], [0.6708, -0.4410, 0.6533], [0.0171, 1.5008, 0.1055], [-1.2883, -0.5653, 1.8152]]
}

Asked for ΔE to the lowest compared entry with this formula, charge and spin across the records above, the calculation gives 369.02 475.23 373.25 728.37 kJ/mol in order.
Asked for F_max across the records above, the calculation gives 5.7 4.1 5.4 6.3 eV Å⁻¹ in order.